1.
C59H94N26O | ωB97M-V/def2-TZVPD

CARTESIAN COORDINATES (ANGSTROEM)
C: 0.0638 -3.2423 0.7345
C: -0.0607 -2.7385 -0.7233
C: -1.5078 -2.7489 -1.2703
C: -2.0979 -1.3364 -1.3791
C: -2.3470 -0.6795 -0.0194
C: -3.2834 0.5418 0.0014
O: -3.4816 1.3473 -0.8646
N: -3.9605 0.6030 1.2770
C: -3.0587 -0.2300 2.1251
C: -2.8488 -1.4523 1.2087
C: -4.0449 -2.4288 1.0813
C: -4.9148 -2.2822 -0.1929
C: -6.4210 -2.3367 0.1118
N: -6.9416 -3.7251 0.0438
H: 0.9225 -3.9076 0.8339
H: 0.2309 -2.4212 1.4354
H: -0.8284 -3.7849 1.0508
H: 0.5045 -3.4472 -1.3332
H: 0.4331 -1.7728 -0.8050
H: -2.1191 -3.4157 -0.6660
H: -1.4645 -3.1262 -2.2945
H: -1.3330 -0.7426 -1.8859
H: -2.9868 -1.3447 -2.0122
H: -1.3547 -0.2955 0.2574
H: -4.8734 0.1558 1.2576
H: -3.3715 -0.4046 3.1404
H: -2.1293 0.3349 2.0676
H: -2.0792 -2.0422 1.7170
H: -3.6877 -3.4561 1.1062
H: -4.7189 -2.3434 1.9285
H: -4.7059 -1.3921 -0.7883
H: -4.7143 -3.1457 -0.8326
H: -6.9881 -1.7381 -0.6014
H: -6.5988 -1.9426 1.1214
H: -7.9269 -3.6581 -0.1894
H: -6.9223 -4.1416 0.9688
C: 3.2293 2.1890 -1.2678
C: 3.4387 0.8621 -0.6926
N: 3.6085 -0.1790 -0.2382
H: 2.7704 2.1011 -2.2520
H: 2.5838 2.7803 -0.6220
H: 4.1900 2.6911 -1.3675
C: 2.9116 -3.3936 -4.2184
C: 1.6982 -2.5844 -4.3129
N: 0.7508 -1.9397 -4.3964
H: 3.5030 -3.0855 -3.3639
H: 2.6436 -4.4432 -4.1058
H: 3.5018 -3.2711 -5.1228
C: -5.2913 3.5569 1.7280
C: -6.6574 3.8989 2.1152
N: -7.7348 4.1576 2.4186
H: -5.0071 2.5931 2.1427
H: -5.2166 3.5049 0.6480
H: -4.5941 4.3048 2.0953
C: -1.3566 6.0421 -0.9970
C: -0.0196 5.4674 -0.9236
N: 1.0433 5.0355 -0.8572
H: -2.0815 5.2466 -1.1524
H: -1.5886 6.5614 -0.0684
H: -1.4052 6.7477 -1.8252
C: -1.0625 4.2799 1.9311
C: -2.1230 5.2862 1.8778
N: -2.9535 6.0778 1.7978
H: -0.4311 4.4473 2.8015
H: -1.5019 3.2845 1.9923
H: -0.4528 4.3423 1.0298
C: -3.5795 -6.9764 2.2573
C: -3.3873 -6.0862 1.1168
N: -3.2262 -5.4064 0.2037
H: -4.2104 -7.8118 1.9707
H: -2.6162 -7.3545 2.5982
H: -4.0557 -6.4337 3.0634
C: -3.9828 -2.3736 5.1128
C: -4.2320 -3.4257 4.1340
N: -4.4184 -4.2654 3.3752
H: -4.0429 -2.7876 6.1181
H: -2.9948 -1.9505 4.9586
H: -4.7286 -1.5872 5.0076
C: -0.3361 -0.9451 6.9142
C: -0.8340 -0.4336 5.6427
N: -1.2554 -0.0524 4.6507
H: 0.0726 -1.9436 6.7721
H: 0.4470 -0.2835 7.2812
H: -1.1470 -0.9843 7.6398
C: 1.2401 8.3244 4.7137
C: 1.2705 6.9178 5.1422
N: 1.2833 5.8085 5.4754
H: 0.7233 8.4055 3.7628
H: 0.7163 8.9237 5.4555
H: 2.2520 8.7035 4.5954
C: 0.4436 -2.1646 -8.1694
C: 1.7663 -2.7015 -7.8766
N: 2.7878 -3.1484 -7.6059
H: -0.3152 -2.9122 -7.9541
H: 0.2629 -1.2855 -7.5532
H: 0.3789 -1.8810 -9.2176
C: 0.8754 8.8558 0.1176
C: 1.4081 9.5694 1.2615
N: 1.8422 10.0823 2.1821
H: 1.5264 8.0172 -0.1259
H: -0.1173 8.4783 0.3560
H: 0.8054 9.5123 -0.7422
C: 6.1816 -4.3872 -1.2737
C: 5.9990 -3.9830 -2.6667
N: 5.8547 -3.6635 -3.7603
H: 6.4768 -3.5295 -0.6749
H: 5.2505 -4.7890 -0.8790
H: 6.9551 -5.1505 -1.2118
C: 2.2120 2.9330 4.4291
C: 2.2251 1.5276 4.8644
N: 2.2301 0.4542 5.3312
H: 1.6961 3.0200 3.4777
H: 1.7064 3.5433 5.1729
H: 3.2301 3.2909 4.3099
C: -9.1163 3.5035 5.2828
C: -9.2571 3.0206 6.6569
N: -9.3667 2.6420 7.7351
H: -8.5441 4.4276 5.2699
H: -8.5997 2.7624 4.6790
H: -10.0979 3.6884 4.8526
C: -3.4416 -2.6970 -6.2360
C: -3.0347 -3.1272 -7.5733
N: -2.7036 -3.4626 -8.6205
H: -2.6968 -3.0097 -5.5060
H: -3.5323 -1.6131 -6.2100
H: -4.4010 -3.1432 -5.9825
C: 3.3341 4.0252 7.9144
C: 2.1470 3.2010 8.1604
N: 1.2140 2.5565 8.3424
H: 3.0329 4.9814 7.4879
H: 3.8615 4.1994 8.8504
H: 3.9993 3.5131 7.2261
C: 4.7569 -0.9090 8.1014
C: 4.9840 0.4683 7.6764
N: 5.1421 1.5427 7.3443
H: 3.7424 -1.0094 8.4813
H: 4.8891 -1.5789 7.2544
H: 5.4634 -1.1746 8.8854
C: 6.1688 -2.7973 -8.5355
C: 7.4986 -3.3822 -8.3513
N: 8.5414 -3.8400 -8.2073
H: 5.9854 -2.6237 -9.5939
H: 5.4063 -3.4684 -8.1500
H: 6.1056 -1.8504 -8.0038
C: 0.9701 -1.6275 -12.6806
C: 1.5386 -0.6461 -11.7573
N: 1.9856 0.1254 -11.0343
H: 1.6918 -2.4208 -12.8642
H: 0.0671 -2.0585 -12.2520
H: 0.7222 -1.1440 -13.6231
C: 4.9724 -5.9704 -6.8773
C: 4.7680 -7.2058 -7.6315
N: 4.6065 -8.1751 -8.2246
H: 5.0654 -6.1952 -5.8166
H: 5.8823 -5.4779 -7.2145
H: 4.1259 -5.3007 -7.0261
C: 6.0836 3.3523 1.3118
C: 4.6486 3.4463 1.5693
N: 3.5252 3.5307 1.7904
H: 6.4302 2.3459 1.5396
H: 6.2859 3.5724 0.2653
H: 6.6166 4.0660 1.9366
C: 10.0057 -3.6655 0.7999
C: 8.6323 -3.4430 1.2497
N: 7.5539 -3.2687 1.6029
H: 10.3679 -4.6179 1.1813
H: 10.0397 -3.6797 -0.2879
H: 10.6466 -2.8666 1.1666
C: 2.8456 10.6743 -3.6188
C: 1.6886 9.8403 -3.3010
N: 0.7806 9.1839 -3.0519
H: 2.5137 11.6032 -4.0777
H: 3.3964 10.9018 -2.7081
H: 3.4992 10.1466 -4.3101
C: -8.5510 -6.9970 1.9344
C: -7.3478 -7.6791 2.4056
N: -6.3979 -8.2109 2.7678
H: -9.4214 -7.6278 2.1021
H: -8.6783 -6.0612 2.4753
H: -8.4592 -6.7866 0.8703

As for the multiplicity: 1. Its largest force on an atom is 2.593 eV/A. The calculated total energy is -103490.61525 eV. As for the frontier orbital gap: 9.42 eV. For the LUMO energy, the calculation gives 0.0063 Eh. For the HOMO energy, the calculation gives -9.24 eV.

---

2.
C6H8O2P | ωB97M-V/def2-TZVPD

CARTESIAN COORDINATES (ANGSTROEM)
C: 1.1952 -0.2603 1.0134
C: 0.5280 0.5032 -0.0839
C: 1.1350 1.6509 -0.8246
C: 0.2386 1.9907 0.0868
P: -1.5028 2.2322 0.3486
O: -1.8190 2.5787 1.7443
O: -2.0195 3.0230 -0.7723
C: -1.9322 0.4099 -0.1032
C: -0.7007 -0.2048 -0.7246
H: 0.5289 -0.5804 1.7421
H: 1.9402 0.2300 1.5494
H: 1.8526 -1.1216 0.7478
H: 1.8637 2.0644 -1.4951
H: -2.9584 0.6039 -0.6210
H: -2.1862 -0.1530 0.8725
H: -0.6147 -1.3102 -0.6765
H: -0.6547 0.0722 -1.7093

As for the SMILES: C[C@]12C=C1[P@@](=O)([O-])CC2. As for the multiplicity: 1. Its total charge is -1. Its largest force on an atom is 3.117 eV/A. Its energy above the lowest of the compared OMol25 structures with the same formula, charge and spin is 1.052 eV. The calculated total energy is -19735.37648 eV. As for the frontier orbital gap: 8.49 eV. For the LUMO energy, the calculation gives 0.1394 Eh. For the HOMO energy, the calculation gives -4.70 eV.